[1]
The following is a quantum chemistry calculation of one molecule with the formula C4H5NO in a non-equilibrium geometry, from the Open Molecules 2025 dataset.

```
! wB97M-V def2-TZVPD RIJCOSX def2/J DEFGRID3
* xyz 0 1
O -0.196 2.128 1.218
C -0.061 1.145 0.519
C -1.033 0.601 -0.447
C -0.717 -0.664 -0.750
C 0.710 -0.937 -0.297
N 0.929 0.192 0.596
H -1.990 1.032 -0.685
H -1.678 -1.037 -0.331
H 0.783 -1.912 0.187
H 1.472 -0.936 -1.101
H 1.781 0.388 1.091
*
```

Calculated values
Energy relative to the best compared isomer or geometry (same formula, charge and spin), kcal/mol: 42.9
E_HOMO, Ha: -0.349
F_max, eV/A: 2.69
SMILES: O=C1C=CCN1

natural (NBO) population analysis, charges in e, atoms 1 to 6:
1. O -0.59
2. C 0.61
3. C -0.23
4. C -0.24
5. C -0.26
6. N -0.61

=====

[2]
The following is a quantum chemistry calculation of one molecule with the formula C10H15NO6 in a non-equilibrium geometry, from the Open Molecules 2025 dataset.

```
! wB97M-V def2-TZVPD RIJCOSX def2/J DEFGRID3
* xyz 0 1
C 2.791 -2.016 -0.226
C 1.422 -1.396 -0.215
C 0.725 -1.346 -1.565
N 0.910 -1.049 0.904
C 0.088 0.117 1.082
C 0.821 1.446 0.928
C 1.181 1.949 -0.471
O 2.347 2.767 -0.454
O -0.189 0.139 2.533
C -1.305 -0.585 2.738
O -1.511 -1.379 3.595
O -2.190 -0.226 1.751
C -1.394 -0.043 0.581
C -2.014 0.987 -0.336
C -3.319 0.484 -0.942
O -4.326 1.126 -0.920
O -3.254 -0.730 -1.593
H 3.469 -1.375 -0.789
H 3.132 -2.195 0.790
H 2.750 -2.990 -0.726
H -0.144 -2.002 -1.536
H 1.394 -1.614 -2.379
H 0.351 -0.345 -1.780
H 0.173 2.189 1.395
H 1.726 1.395 1.535
H 0.387 2.592 -0.851
H 1.317 1.150 -1.199
H 3.024 2.285 0.034
H -1.435 -1.004 0.062
H -1.357 1.189 -1.185
H -2.283 1.911 0.171
H -3.287 -1.433 -0.931
*
```

Calculated values
Energy relative to the best compared isomer or geometry (same formula, charge and spin), kcal/mol: 46.9
E_HOMO, Ha: -0.361
F_max, eV/A: 2.37
SMILES: CC(C)=N[C@]1(CCO)OC(=O)O[C@H]1CC(=O)O

natural (NBO) population analysis, charges in e, atoms 1 to 6:
1. C -0.67
2. C 0.39
3. C -0.71
4. N -0.49
5. C 0.38
6. C -0.46

=====

[3]
The following is a quantum chemistry calculation of a 4-piece molecular cluster, C20H43ClN2O6S2 overall, from the Open Molecules 2025 dataset.

```
! wB97M-V def2-TZVPD RIJCOSX def2/J DEFGRID3
* xyz 0 1
N -1.956 4.308 2.320
C -1.684 4.103 3.731
C -2.818 3.353 4.428
O -2.729 3.644 5.841
S -1.509 2.899 6.538
O -1.699 1.481 6.445
O -1.360 3.483 7.830
C -0.130 3.425 5.539
C -0.328 3.420 3.995
C -0.136 1.964 3.497
C -0.922 1.425 2.299
C -0.384 1.711 0.902
Cl 1.351 1.325 0.735
N 0.708 4.348 3.513
C 1.103 4.599 2.412
S 1.580 5.063 0.995
H -1.404 5.060 1.930
H -2.935 4.470 2.136
H -1.626 5.064 4.266
H -3.781 3.744 4.100
H -2.787 2.270 4.291
H 0.106 4.431 5.886
H 0.690 2.758 5.815
H -0.382 1.320 4.346
H 0.932 1.813 3.316
H -0.958 0.336 2.413
H -1.959 1.765 2.303
H -0.897 1.065 0.188
H -0.563 2.742 0.599
C 3.871 1.554 -3.358
C 2.411 1.304 -3.016
O 1.499 1.797 -3.983
C 1.622 1.239 -5.281
C 1.402 -0.263 -5.336
H 4.036 2.612 -3.568
H 4.501 1.263 -2.516
H 4.195 0.981 -4.228
H 2.156 1.824 -2.094
H 2.241 0.236 -2.835
H 2.593 1.494 -5.720
H 0.862 1.748 -5.875
H 2.194 -0.812 -4.825
H 1.390 -0.609 -6.369
H 0.452 -0.526 -4.868
C 1.836 -4.313 -9.066
C 2.664 -3.275 -8.328
O 2.307 -3.116 -6.965
C 2.453 -4.266 -6.151
C 3.877 -4.786 -6.064
H 0.772 -4.108 -8.946
H 2.078 -4.289 -10.130
H 2.031 -5.324 -8.707
H 2.505 -2.292 -8.773
H 3.732 -3.501 -8.424
H 1.776 -5.062 -6.482
H 2.114 -3.951 -5.163
H 4.225 -5.193 -7.015
H 3.934 -5.585 -5.324
H 4.557 -3.987 -5.768
C -2.491 -4.104 5.444
C -2.095 -2.652 5.239
O -2.505 -2.117 3.989
C -3.901 -2.095 3.757
C -4.669 -1.263 4.770
H -2.152 -4.714 4.606
H -2.036 -4.484 6.360
H -3.571 -4.226 5.538
H -1.009 -2.562 5.236
H -2.462 -2.033 6.064
H -4.305 -3.113 3.715
H -4.014 -1.670 2.759
H -4.640 -1.711 5.765
H -5.717 -1.181 4.478
H -4.243 -0.261 4.846
*
```

Calculated values
E_HOMO, Ha: -0.345
F_max, eV/A: 0.78
SMILES: N[C@H]1COS(=O)(=O)C[C@]1(CCCCl)N=C=S.CCOCC.CCOCC.CCOCC

Mulliken population analysis, charges in e, atoms 1 to 6:
1. N -0.36
2. C -0.50
3. C -0.63
4. O -0.43
5. S 1.28
6. O -0.54

=====

Number 1: molar mass 83.1 g/mol, gap between HOMO and LUMO 0.3568 hartree. Number 2: molar mass 245.2 g/mol, gap between HOMO and LUMO 0.3692 hartree. Number 3: molar mass 507.2 g/mol, gap between HOMO and LUMO 0.3581 hartree.